#a
ORCA calculation (ωB97M-V with the def2-TZVPD basis set) on the molecule C4H7N3S2.

## Properties
Charge: 0
LUMO energy (spin up / spin down), eV: -0.61 / -1.01

Last column: natural (NBO) charge in e.
Atoms and positions in Å:
1 S 0.836 -2.364 0.063  -0.052
2 S 0.278 2.864 0.699  -0.235
3 N 0.016 1.291 0.398  -0.262
4 N 0.346 -0.879 0.210  -0.473
5 N -1.053 0.937 -0.419  -0.336
6 C -1.239 -0.361 -0.502  0.399
7 C -1.885 -1.256 -1.477  -0.749
8 C 0.788 0.257 0.685  0.344
9 C 2.069 0.556 1.344  -0.673
10 H 2.043 1.239 2.091  0.258
11 H -2.894 -1.183 -1.181  0.255
12 H 2.882 1.111 0.657  0.265
13 H -1.486 -1.003 -2.495  0.263
14 H 2.562 -0.371 1.881  0.253
15 H -1.351 -2.295 -1.450  0.297
16 H -1.913 1.458 -0.507  0.447

#b
ORCA calculation (ωB97M-V with the def2-TZVPD basis set) on the molecule C4H7N3S2.

## Properties
Charge: 0
LUMO energy (spin up / spin down), eV: -0.34 / -0.34

Last column: natural (NBO) charge in e.
Atoms and positions in Å:
1 S 0.641 0.281 -0.544  0.523
2 S -2.279 -0.196 0.801  0.520
3 N -2.646 1.707 -0.815  -0.788
4 N -0.620 -3.384 -0.383  -0.769
5 N -1.667 -1.702 0.654  -0.698
6 C -0.612 -2.072 -0.073  0.303
7 C -2.188 0.484 -0.770  -0.179
8 C 0.500 -1.292 -0.176  -0.398
9 C 2.204 0.576 0.450  -0.737
10 H -1.248 -3.919 0.153  0.399
11 H 2.922 0.913 -0.286  0.215
12 H -3.208 1.851 -1.580  0.389
13 H 0.278 -3.773 -0.607  0.385
14 H 2.231 -0.506 0.717  0.267
15 H 2.039 1.312 1.178  0.219
16 H -2.856 2.313 -0.023  0.349

Computed stability ranking, most favorable first: #b, #a

#a
ORCA calculation (ωB97M-V with the def2-TZVPD basis set) on the molecule C4H8ClN.

## Properties
Charge: 0
LUMO energy, eV: 1.04

Last column: natural (NBO) charge in e.
Atoms and positions in Å:
1 Cl -0.141 1.534 -0.584  -0.041
2 N 0.924 -0.150 1.908  -0.841
3 C -0.654 -1.061 -1.104  -0.430
4 C 0.702 -1.343 -0.451  -0.428
5 C 0.025 -0.692 0.941  -0.016
6 C -0.912 0.053 -0.129  -0.219
7 H 1.415 -0.637 -0.703  0.206
8 H 1.360 0.737 1.619  0.365
9 H -1.446 -1.788 -1.052  0.219
10 H -1.928 0.212 0.256  0.219
11 H -0.563 -1.495 1.397  0.182
12 H 1.723 -0.742 2.046  0.365
13 H 1.005 -2.370 -0.411  0.204
14 H -0.595 -0.690 -2.126  0.216

#b
ORCA calculation (ωB97M-V with the def2-TZVPD basis set) on a cluster of 2 separate species, C4H8ClN in total.

## Properties
Charge: 0
LUMO energy, eV: 0.86

Last column: natural (NBO) charge in e.
Atoms and positions in Å:
1 Cl -1.983 -0.641 0.664  0.000
2 N -0.138 -1.331 -1.746  -0.803
3 C 0.337 -0.680 1.800  -0.419
4 C -0.393 1.528 0.938  -0.666
5 C -0.491 0.076 1.170  0.020
6 C -0.905 -0.215 -1.796  -0.105
7 H -0.079 1.613 -0.073  0.257
8 H -0.550 -2.200 -2.139  0.374
9 H 0.388 1.932 1.421  0.216
10 H 0.944 -1.125 -1.909  0.403
11 H 1.413 -0.314 2.098  0.194
12 H -1.955 -0.531 -2.096  0.101
13 H -1.361 1.971 1.177  0.227
14 H 0.264 -1.657 1.996  0.201

#c
ORCA calculation (ωB97M-V with the def2-TZVPD basis set) on a cluster of 2 separate species, C4H8ClN in total.

## Properties
Charge: 0
LUMO energy, eV: 0.97

Last column: natural (NBO) charge in e.
Atoms and positions in Å:
1 Cl 4.572 -0.055 -0.131  -0.246
2 N 0.572 0.854 0.238  -0.341
3 C 0.426 -1.694 -0.016  -0.663
4 C 0.087 -0.289 0.210  0.255
5 C -0.975 0.705 0.487  -0.147
6 C -2.016 1.179 -0.525  -0.655
7 H 3.862 0.615 0.550  0.247
8 H -2.450 0.176 -0.841  0.214
9 H 0.380 -2.122 1.038  0.239
10 H -1.215 0.796 1.500  0.178
11 H 1.441 -1.800 -0.345  0.238
12 H -1.717 1.906 -1.356  0.231
13 H -0.249 -2.104 -0.648  0.231
14 H -2.718 1.833 -0.163  0.219

Computed stability ranking, most favorable first: #a, #c, #b

#a
ORCA calculation (ωB97M-V with the def2-TZVPD basis set) on the molecule C4H8ClN.

## Properties
Charge: 0
LUMO energy, eV: 0.92

Last column: natural (NBO) charge in e.
Atoms and positions in Å:
1 Cl -1.875 -0.650 1.572  -0.039
2 N -0.705 0.702 -1.324  -0.594
3 C 0.509 -0.147 0.250  -0.259
4 C 0.106 -0.591 -1.159  -0.225
5 C -0.147 -0.864 1.470  -0.391
6 C -0.031 1.224 -0.096  -0.232
7 H 0.696 1.981 -0.254  0.181
8 H 0.981 -0.531 -1.804  0.179
9 H 0.254 -0.407 2.411  0.217
10 H 0.114 -1.954 1.407  0.218
11 H 1.597 -0.143 0.330  0.213
12 H -0.478 -1.498 -1.331  0.199
13 H -0.297 1.216 -2.108  0.341
14 H -0.723 1.661 0.636  0.193

#b
ORCA calculation (ωB97M-V with the def2-TZVPD basis set) on a structure of composition C4H8ClN.

## Properties
Charge: 0
LUMO energy, eV: 0.56

Last column: natural (NBO) charge in e.
Atoms and positions in Å:
1 Cl 1.230 -2.343 0.521  -0.140
2 N -1.234 0.892 -1.156  -0.852
3 C -0.044 -0.147 0.441  -0.080
4 C -1.088 0.098 1.353  -0.389
5 C 1.368 -0.481 0.861  -0.372
6 C 0.034 -0.042 -1.003  -0.284
7 H -0.019 -0.806 -1.968  0.262
8 H 1.930 -0.324 1.965  0.266
9 H -1.100 1.873 -0.791  0.351
10 H -2.218 0.262 1.092  0.253
11 H 1.062 0.457 -1.320  0.184
12 H -1.405 1.284 -2.087  0.352
13 H -0.743 -0.382 2.261  0.205
14 H 2.228 -0.341 -0.169  0.243

Computed stability ranking, most favorable first: #a, #b